Computed, not measured: a 14-piece molecular cluster, C66H147N5O27 overall at a distorted geometry, with ωB97M-V with the def2-TZVPD basis set.

Last column: Löwdin charge in e.
Atoms and positions in Å:
C 3.101 5.602 2.063  -0.084
C 4.152 4.566 1.570  -0.254
N 3.684 3.633 0.507  -0.160
C 4.695 2.528 0.285  -0.242
C 4.432 1.332 1.101  -0.080
C 3.378 4.399 -0.735  -0.240
C 4.494 5.278 -1.365  -0.072
H 2.101 5.181 2.180  0.043
H 3.034 6.426 1.354  0.059
H 3.467 5.988 3.049  0.092
H 4.985 5.177 1.235  0.094
H 4.333 3.963 2.481  0.112
H 4.704 2.402 -0.763  0.084
H 5.649 2.989 0.606  0.120
H 3.575 0.725 0.689  0.063
H 5.300 0.702 1.041  0.059
H 4.220 1.588 2.162  0.072
H 2.547 5.042 -0.440  0.091
H 2.969 3.672 -1.449  0.094
H 5.437 4.825 -1.554  0.052
H 4.687 6.104 -0.641  0.072
H 4.206 5.727 -2.302  0.063
C -2.112 -1.442 6.393  -0.060
C -1.763 -0.168 5.570  -0.265
N -2.748 0.259 4.637  -0.161
C -2.542 -0.535 3.355  -0.202
C -1.269 -0.247 2.603  -0.068
C -4.142 0.196 5.149  -0.224
C -4.308 1.429 6.051  -0.078
H -1.236 -1.685 6.964  0.067
H -2.470 -2.241 5.725  0.069
H -2.907 -1.284 7.088  0.051
H -1.595 0.642 6.240  0.100
H -0.803 -0.353 5.161  0.077
H -2.554 -1.561 3.672  0.088
H -3.363 -0.392 2.680  0.094
H -0.459 -0.452 3.240  0.027
H -1.261 -0.985 1.775  0.084
H -1.189 0.748 2.205  0.051
H -4.433 -0.709 5.704  0.106
H -4.791 0.354 4.313  0.104
H -5.312 1.641 6.254  0.045
H -3.823 2.304 5.558  0.078
H -3.759 1.322 6.998  0.071
C -2.919 -5.382 -0.254  -0.066
C -4.003 -4.504 0.403  -0.260
N -4.643 -5.282 1.420  -0.196
C -3.746 -5.586 2.491  -0.268
C -3.917 -7.023 3.108  -0.061
C -5.916 -4.636 1.849  -0.200
C -5.860 -3.246 2.574  -0.077
H -2.225 -5.766 0.434  0.030
H -2.351 -4.832 -1.057  0.079
H -3.491 -6.156 -0.827  0.078
H -3.677 -3.565 0.772  0.092
H -4.760 -4.339 -0.352  0.104
H -2.704 -5.451 2.217  0.085
H -3.969 -4.911 3.329  0.103
H -4.974 -7.215 3.329  0.061
H -3.727 -7.779 2.312  0.078
H -3.295 -7.045 3.972  0.051
H -6.407 -5.324 2.555  0.106
H -6.591 -4.584 0.994  0.104
H -5.077 -2.586 2.223  0.047
H -5.735 -3.268 3.631  0.046
H -6.794 -2.716 2.344  0.072
C 0.069 1.928 -0.009  -0.070
C 0.738 1.424 -1.257  -0.269
N 0.556 0.034 -1.376  -0.181
C 1.469 -0.620 -2.264  -0.230
C 2.852 -0.887 -1.573  -0.031
C -0.874 -0.370 -1.585  -0.196
C -1.194 -1.830 -1.592  -0.075
H -1.018 2.216 -0.046  0.083
H 0.549 2.893 0.075  0.063
H 0.324 1.352 0.865  0.049
H 0.294 1.993 -2.097  0.108
H 1.822 1.676 -1.166  0.111
H 1.576 -0.086 -3.184  0.109
H 1.038 -1.580 -2.409  0.065
H 3.278 0.066 -1.337  0.031
H 3.569 -1.373 -2.297  0.091
H 2.641 -1.484 -0.749  0.024
H -1.382 0.160 -0.754  0.107
H -1.179 0.059 -2.546  0.104
H -0.474 -2.421 -2.125  0.049
H -1.167 -2.222 -0.607  0.044
H -2.127 -1.976 -2.188  0.070
C -1.909 2.656 -4.261  -0.066
C -3.039 3.524 -3.752  -0.304
N -4.304 3.130 -4.246  -0.179
C -4.384 3.424 -5.690  -0.245
C -4.093 4.864 -6.251  -0.078
C -5.411 3.750 -3.487  -0.265
C -6.783 3.135 -3.725  -0.100
H -2.222 1.639 -4.213  0.052
H -1.017 2.779 -3.627  0.061
H -1.596 2.945 -5.240  0.060
H -2.988 3.464 -2.636  0.110
H -2.872 4.569 -3.882  0.102
H -3.746 2.733 -6.277  0.095
H -5.437 3.141 -5.976  0.113
H -3.087 5.197 -6.099  0.048
H -4.303 4.803 -7.344  0.080
H -4.785 5.651 -5.885  0.071
H -5.560 4.811 -3.729  0.111
H -5.139 3.663 -2.445  0.090
H -7.400 3.313 -2.802  0.088
H -6.603 2.071 -3.868  0.053
H -7.317 3.592 -4.618  0.087
C 4.953 0.730 -5.367  -0.044
C 5.082 1.396 -3.957  -0.188
O 5.916 0.786 -2.984  0.024
C 7.180 0.615 -3.207  -0.631
O 7.779 0.928 -4.215  0.126
O 7.709 0.173 -2.070  -0.006
C 9.156 -0.074 -2.055  -0.014
H 4.558 -0.307 -5.257  0.079
H 5.830 0.705 -6.004  0.065
H 4.267 1.374 -5.934  0.077
H 4.148 1.375 -3.409  0.100
H 5.407 2.471 -4.080  0.141
H 9.497 -0.749 -2.799  0.084
H 9.410 -0.358 -1.041  0.091
H 9.794 0.779 -2.254  0.089
C 2.283 -4.485 -0.781  -0.058
C 0.991 -4.217 -0.031  -0.246
O 1.246 -4.428 1.336  0.028
C 0.183 -4.003 2.091  -0.565
O -0.796 -3.424 1.662  0.094
O 0.350 -4.363 3.363  0.031
C -0.567 -3.675 4.198  -0.051
H 2.101 -4.074 -1.792  0.080
H 2.494 -5.529 -0.804  0.075
H 3.080 -3.898 -0.351  0.066
H 0.235 -4.980 -0.324  0.134
H 0.606 -3.160 -0.315  0.119
H -1.606 -3.957 4.021  0.085
H -0.458 -2.606 4.037  0.069
H -0.321 -3.894 5.220  0.098
C 6.602 -2.476 0.681  -0.048
C 6.644 -2.872 -0.783  -0.200
O 6.884 -4.254 -1.062  0.032
C 7.445 -4.769 -2.166  -0.602
O 7.940 -4.146 -3.079  0.097
O 7.441 -6.099 -2.181  -0.009
C 8.063 -6.810 -3.279  -0.004
H 7.508 -2.584 1.226  0.059
H 5.834 -3.066 1.248  0.092
H 6.351 -1.391 0.778  0.080
H 7.320 -2.209 -1.335  0.107
H 5.634 -2.698 -1.166  0.110
H 7.289 -7.366 -3.757  0.081
H 8.723 -7.462 -2.804  0.074
H 8.567 -6.167 -3.993  0.096
C -4.899 -0.627 -1.430  -0.050
C -4.527 0.848 -1.364  -0.160
O -4.356 0.995 0.093  0.006
C -3.796 2.145 0.553  -0.607
O -3.599 3.142 -0.033  0.150
O -3.558 1.941 1.856  -0.026
C -3.011 3.009 2.637  -0.026
H -5.275 -0.799 -2.462  0.076
H -5.654 -0.922 -0.690  0.085
H -4.051 -1.264 -1.156  0.061
H -5.293 1.549 -1.709  0.110
H -3.610 1.073 -1.851  0.095
H -2.073 3.400 2.172  0.086
H -2.726 2.536 3.582  0.068
H -3.719 3.809 2.838  0.090
C 4.329 -5.139 -3.552  -0.045
C 4.529 -4.359 -4.851  -0.144
O 3.613 -3.201 -4.764  0.005
C 2.474 -3.352 -5.449  -0.568
O 2.126 -4.291 -6.169  0.092
O 1.736 -2.255 -5.206  -0.014
C 0.375 -2.232 -5.683  -0.037
H 3.346 -5.617 -3.430  0.082
H 4.597 -4.521 -2.675  0.071
H 5.033 -6.031 -3.591  0.093
H 4.252 -4.817 -5.755  0.095
H 5.528 -3.937 -4.953  0.124
H -0.111 -3.178 -5.969  0.100
H 0.236 -1.522 -6.537  0.109
H -0.249 -1.900 -4.890  0.057
C 2.995 -1.235 7.709  -0.057
C 3.575 -1.747 6.407  -0.211
O 2.482 -1.817 5.456  0.003
C 2.858 -1.674 4.141  -0.550
O 3.971 -1.660 3.686  0.135
O 1.702 -1.636 3.442  -0.025
C 1.957 -1.370 2.039  -0.026
H 3.841 -1.102 8.386  0.087
H 2.283 -1.914 8.161  0.075
H 2.456 -0.376 7.388  0.065
H 4.132 -2.664 6.470  0.120
H 4.218 -0.937 5.993  0.130
H 2.553 -2.203 1.596  0.106
H 2.564 -0.470 1.940  0.063
H 1.023 -1.338 1.551  0.063
C -4.982 -0.383 -5.818  -0.050
C -3.901 -1.379 -5.464  -0.187
O -4.390 -2.766 -5.375  0.047
C -4.367 -3.446 -4.275  -0.618
O -4.003 -3.080 -3.168  0.082
O -4.826 -4.650 -4.602  0.002
C -5.144 -5.482 -3.490  -0.037
H -5.494 -0.940 -6.668  0.102
H -4.509 0.583 -6.149  0.076
H -5.751 -0.261 -5.008  0.082
H -3.384 -1.223 -4.518  0.104
H -3.132 -1.459 -6.216  0.116
H -4.227 -5.753 -2.909  0.089
H -5.479 -6.455 -3.898  0.102
H -5.909 -4.966 -2.915  0.099
C 1.841 2.138 3.354  -0.048
C 0.834 2.261 4.452  -0.195
O 0.953 3.438 5.311  0.036
C 0.509 4.576 4.695  -0.553
O 0.262 4.645 3.534  0.098
O 0.285 5.541 5.625  0.021
C -0.411 6.658 5.054  -0.033
H 1.613 1.314 2.684  0.055
H 2.774 1.840 3.829  0.081
H 1.887 3.106 2.857  0.065
H 0.849 1.509 5.226  0.112
H -0.190 2.244 4.004  0.120
H -1.485 6.570 5.216  0.077
H -0.153 6.838 3.971  0.118
H -0.134 7.523 5.621  0.090
C -1.137 5.965 -0.394  -0.032
C -1.706 5.822 1.012  -0.219
O -1.820 7.069 1.643  0.069
C -2.557 7.112 2.737  -0.612
O -3.217 6.218 3.160  0.135
O -2.493 8.314 3.369  -0.013
C -3.390 8.444 4.428  -0.077
H -1.627 6.750 -1.009  0.095
H -1.300 5.048 -0.869  0.040
H -0.103 6.229 -0.506  0.060
H -1.088 5.150 1.612  0.101
H -2.647 5.318 0.945  0.094
H -3.006 7.905 5.317  0.091
H -4.411 8.169 4.206  0.097
H -3.361 9.527 4.639  0.105

Results
relative energy (zero: lowest compared OMol25 entry of this formula, charge and spin) = 0.6 kcal per mole
E_tot = -133555.92467 eV
net charge = 0

=====

Computed, not measured: a 11-piece molecular cluster, C66H148F30N4P7 overall at a distorted geometry, with ωB97M-V with the def2-TZVPD basis set.

Last column: Löwdin charge in e.
Atoms and positions in Å:
C 0.222 14.631 19.306  -0.066
C 0.158 13.399 20.314  -0.235
C 1.204 12.352 19.932  -0.249
C 0.822 11.014 20.605  -0.229
P 1.676 9.580 19.832  1.030
C 3.442 9.833 19.559  -0.236
C 4.265 10.189 20.862  -0.195
C 4.503 9.059 21.871  -0.265
C 5.366 9.465 23.079  -0.110
C 1.035 9.221 18.189  -0.267
C 1.760 8.071 17.481  -0.217
C 0.916 7.705 16.207  -0.233
C 1.435 6.446 15.437  -0.092
C 1.257 8.098 20.903  -0.232
C 2.040 6.731 20.873  -0.205
C 1.524 5.737 22.012  -0.243
C 2.262 5.956 23.347  -0.110
H -0.380 15.425 19.748  0.064
H -0.230 14.297 18.372  0.043
H 1.249 14.881 19.041  0.080
H -0.830 12.944 20.394  0.092
H 0.392 13.662 21.346  0.103
H 2.123 12.761 20.354  0.114
H 1.268 12.302 18.845  0.087
H -0.230 10.730 20.624  0.085
H 1.220 11.007 21.620  0.096
H 3.370 10.666 18.858  0.091
H 3.945 9.058 18.982  0.102
H 3.787 11.052 21.324  0.097
H 5.209 10.577 20.480  0.119
H 5.013 8.198 21.438  0.105
H 3.703 8.497 22.353  0.068
H 5.426 8.682 23.836  0.069
H 5.222 10.434 23.557  0.074
H 6.406 9.510 22.756  0.068
H 1.110 10.103 17.554  0.089
H 0.013 8.986 18.489  0.082
H 1.915 7.121 17.992  0.097
H 2.711 8.405 17.067  0.111
H 1.010 8.510 15.478  0.097
H -0.118 7.584 16.529  0.101
H 2.512 6.396 15.271  0.068
H 1.027 6.350 14.431  0.052
H 1.202 5.590 16.069  0.068
H 0.205 7.852 20.756  0.090
H 1.266 8.544 21.897  0.077
H 3.129 6.774 20.868  0.092
H 1.670 6.173 20.013  0.083
H 1.585 4.712 21.647  0.100
H 0.478 5.911 22.265  0.100
H 1.650 5.588 24.170  0.068
H 2.309 7.021 23.572  0.060
H 3.195 5.406 23.223  0.076
C -12.426 3.031 14.456  -0.092
C -12.387 4.349 13.659  -0.241
C -10.968 4.670 13.137  -0.225
C -9.900 5.000 14.270  -0.257
P -8.305 5.485 13.696  1.005
C -7.565 6.818 14.682  -0.257
C -7.568 6.588 16.168  -0.251
C -7.046 7.837 17.006  -0.214
C -6.978 7.470 18.514  -0.089
C -7.328 3.958 13.594  -0.268
C -6.813 3.442 14.916  -0.220
C -5.985 2.094 14.764  -0.210
C -6.661 0.950 13.970  -0.118
C -8.574 6.075 12.030  -0.267
C -7.259 6.619 11.287  -0.197
C -7.380 6.617 9.728  -0.241
C -8.168 7.817 9.193  -0.103
H -12.655 2.156 13.849  0.075
H -13.163 3.232 15.234  0.077
H -11.491 2.681 14.895  0.064
H -12.672 5.150 14.342  0.100
H -13.098 4.418 12.836  0.109
H -10.957 5.603 12.573  0.074
H -10.687 3.968 12.352  0.112
H -9.766 4.165 14.958  0.087
H -10.290 5.781 14.923  0.106
H -8.177 7.705 14.524  0.105
H -6.517 6.951 14.415  0.103
H -6.846 5.811 16.420  0.094
H -8.495 6.204 16.595  0.107
H -7.628 8.737 16.808  0.099
H -6.080 8.163 16.621  0.097
H -6.472 8.305 18.998  0.050
H -6.331 6.636 18.785  0.081
H -7.967 7.391 18.967  0.073
H -6.433 4.005 12.973  0.105
H -7.951 3.221 13.087  0.099
H -7.678 3.243 15.548  0.106
H -6.121 4.157 15.362  0.101
H -5.591 1.669 15.687  0.108
H -5.062 2.225 14.199  0.099
H -7.741 0.891 14.113  0.064
H -6.175 -0.025 13.984  0.078
H -6.721 1.169 12.904  0.056
H -9.390 6.797 12.062  0.089
H -8.883 5.270 11.363  0.095
H -6.400 6.016 11.580  0.095
H -7.107 7.645 11.623  0.084
H -7.718 5.648 9.359  0.109
H -6.347 6.650 9.381  0.079
H -7.639 8.752 9.382  0.059
H -9.165 7.892 9.627  0.064
H -8.250 7.805 8.106  0.071
C 1.092 7.484 10.916  -0.098
C 0.820 6.861 9.553  -0.243
C -0.654 6.951 9.085  -0.174
C -1.154 8.392 8.992  -0.105
N -2.680 8.471 8.740  -0.170
C -3.149 7.972 7.305  -0.059
C -3.991 9.084 6.700  -0.153
C -4.210 10.137 7.773  -0.158
C -2.985 9.994 8.647  -0.126
C -3.548 7.812 9.932  0.069
H 2.097 7.237 11.258  0.083
H 0.385 7.179 11.687  0.064
H 0.993 8.567 10.847  0.068
H 1.237 5.862 9.675  0.107
H 1.548 7.238 8.834  0.107
H -1.259 6.344 9.758  0.093
H -0.658 6.485 8.100  0.106
H -0.627 8.792 8.125  0.140
H -0.857 9.033 9.822  0.121
H -3.817 7.130 7.486  0.117
H -2.255 7.657 6.765  0.125
H -4.955 8.698 6.367  0.115
H -3.371 9.480 5.897  0.123
H -5.060 9.882 8.407  0.094
H -4.378 11.175 7.488  0.129
H -3.003 10.336 9.681  0.105
H -2.223 10.559 8.110  0.134
H -3.082 8.246 10.816  0.094
H -3.391 6.736 9.863  0.089
H -4.611 8.027 9.825  0.076
C -8.890 13.407 13.847  -0.079
C -8.974 12.649 12.538  -0.288
C -10.218 13.022 11.769  -0.205
C -10.252 12.453 10.341  -0.081
N -11.532 12.943 9.601  -0.218
C -11.755 12.310 8.257  -0.105
C -13.282 12.159 8.054  -0.153
C -13.947 12.765 9.282  -0.156
C -12.875 12.612 10.352  -0.068
C -11.403 14.521 9.358  0.061
H -8.303 12.833 14.564  0.082
H -9.828 13.810 14.229  0.084
H -8.308 14.264 13.509  0.080
H -9.014 11.579 12.740  0.102
H -8.076 12.787 11.935  0.114
H -10.330 14.106 11.803  0.111
H -11.036 12.679 12.402  0.119
H -10.218 11.364 10.303  0.130
H -9.437 12.755 9.683  0.135
H -11.344 12.970 7.494  0.130
H -11.255 11.342 8.248  0.130
H -13.723 12.626 7.174  0.122
H -13.537 11.103 7.962  0.117
H -14.264 13.744 8.924  0.121
H -14.858 12.188 9.439  0.129
H -13.104 13.328 11.142  0.131
H -12.690 11.637 10.803  0.140
H -12.095 14.966 8.643  0.106
H -10.471 14.620 8.802  0.104
H -11.439 15.054 10.309  0.098
C 0.598 15.930 14.615  -0.055
C -0.407 16.169 13.435  -0.176
C -1.093 17.568 13.631  -0.139
N -2.370 17.779 12.818  -0.192
C -1.926 17.983 11.311  0.049
C -3.094 19.065 13.367  -0.072
C -4.325 18.567 14.187  -0.125
C -4.712 17.366 13.318  -0.160
C -3.404 16.626 12.987  -0.067
H 1.288 15.149 14.294  0.062
H 0.102 15.635 15.539  0.056
H 1.217 16.801 14.834  0.081
H -1.205 15.428 13.487  0.066
H -0.019 16.154 12.417  0.105
H -0.397 18.373 13.396  0.128
H -1.359 17.820 14.658  0.100
H -1.573 17.030 10.916  0.083
H -1.048 18.620 11.198  0.098
H -2.757 18.545 10.887  0.092
H -3.358 19.798 12.605  0.119
H -2.382 19.592 14.003  0.123
H -5.074 19.357 14.247  0.118
H -4.049 18.381 15.224  0.092
H -5.313 17.680 12.465  0.106
H -5.379 16.680 13.840  0.110
H -3.305 15.942 12.144  0.107
H -3.128 16.146 13.925  0.108
C -5.940 10.080 13.070  -0.107
C -4.593 10.810 13.211  -0.187
C -3.928 10.359 14.571  -0.069
N -2.575 11.042 15.014  -0.186
C -1.476 10.524 14.142  0.026
C -2.772 12.563 15.023  -0.094
C -1.669 13.163 15.948  -0.099
C -1.202 11.959 16.798  -0.130
C -2.175 10.830 16.479  -0.107
H -6.676 10.302 13.842  0.067
H -5.807 8.999 13.018  0.042
H -6.440 10.325 12.134  0.057
H -4.729 11.892 13.215  0.097
H -3.945 10.536 12.379  0.085
H -3.705 9.295 14.643  0.112
H -4.660 10.378 15.379  0.122
H -1.729 10.465 13.084  0.080
H -1.356 9.479 14.427  0.082
H -0.539 11.075 14.228  0.120
H -2.704 13.084 14.068  0.098
H -3.786 12.807 15.341  0.130
H -0.827 13.503 15.345  0.099
H -2.080 14.006 16.505  0.099
H -0.177 11.658 16.581  0.096
H -1.321 12.122 17.869  0.103
H -1.807 9.840 16.748  0.113
H -3.063 10.914 17.107  0.107
P 3.550 12.451 15.256  0.214
F 4.827 12.050 16.168  -0.184
F 3.272 10.873 14.972  -0.189
F 2.574 12.354 16.568  -0.210
F 2.256 12.797 14.306  -0.191
F 3.748 14.034 15.676  -0.191
F 4.630 12.600 14.006  -0.188
P -2.363 17.195 17.681  0.251
F -2.351 18.692 17.041  -0.174
F -2.506 16.667 16.108  -0.209
F -0.747 17.097 17.566  -0.153
F -2.398 15.684 18.253  -0.169
F -2.370 17.800 19.207  -0.170
F -4.040 17.176 17.841  -0.217
P -1.722 13.050 10.880  0.191
F -1.327 11.453 10.945  -0.193
F -0.229 13.509 10.453  -0.144
F -2.020 12.778 9.288  -0.188
F -2.198 14.619 10.793  -0.174
F -3.187 12.558 11.124  -0.140
F -1.281 13.214 12.446  -0.154
P -2.802 6.091 13.528  0.274
F -3.758 4.806 13.623  -0.154
F -3.225 6.559 15.097  -0.207
F -1.565 5.241 14.153  -0.170
F -1.739 7.378 13.492  -0.207
F -2.152 5.698 12.039  -0.201
F -4.025 6.929 12.843  -0.189
P -3.451 9.595 19.800  0.175
F -2.706 11.058 19.646  -0.175
F -4.647 10.053 18.800  -0.164
F -2.581 8.924 18.591  -0.181
F -4.181 8.136 20.052  -0.183
F -2.297 9.080 20.766  -0.167
F -4.152 10.232 21.093  -0.147

Results
E_tot = -223370.63117 eV
net charge = +1

=====

Across the entries above, HOMO level takes the values -8.1, -11.1 eV, respectively.
Across the entries above, orbital gap takes the values 8.62, 7.80 eV, respectively.